# C14H25BrCdNO5

A molecular structure, C14H25BrCdNO5 in a non-equilibrium geometry (ωB97M-V/def2-TZVPD, OMol25).

Net charge: +1
ΔE to the lowest compared entry with this formula, charge and spin, eV: 8.756
Maximum force, Eh/bohr: 0.16089
Spin multiplicity: 1
Energy, Ha: -3720.33756

The geometry in XYZ format:
```
47
C14H25BrCdNO5 (ωB97M-V/def2-TZVPD)
C 3.7566 2.7754 0.2548
C 3.1062 2.1239 1.6443
O 2.0314 1.1518 1.3934
C 2.5489 -0.2048 1.1403
C 2.3919 -0.7089 -0.4102
C 3.6728 -1.7559 -0.6657
O 3.8668 -2.6459 0.3463
O 4.5357 -1.7360 -1.8564
N 1.1527 -1.4935 -0.7315
C -0.0800 -1.0498 0.0096
C -0.4927 -2.0841 1.2582
C -1.9452 -1.5689 1.9063
C -3.2075 -1.8162 0.8802
C -4.0936 -0.4278 0.6614
C -3.1798 0.8578 0.1761
O -4.1168 1.9832 -0.1387
C -3.3593 3.2604 0.0311
C 0.9289 -1.7076 -2.2080
C 0.4133 -0.4032 -3.0484
O -0.0054 -0.6376 -4.3234
Br 0.3293 1.4920 -2.4266
H 4.9482 2.8059 0.3125
H 3.4158 2.2026 -0.7120
H 3.3335 3.8837 0.1341
H 3.9397 1.7529 2.3928
H 2.5883 3.0502 2.1915
H 2.1257 -0.9392 1.9506
H 3.7237 -0.1465 1.3482
H 2.6111 0.2117 -1.0988
H -0.0980 0.0804 0.3321
H -0.9873 -1.1649 -0.7599
H -0.6652 -3.1633 0.7999
H 0.2705 -2.0620 2.1435
H -1.8499 -0.4438 2.2566
H -2.1486 -2.2372 2.8734
H -3.9508 -2.5863 1.3999
H -2.8796 -2.3075 -0.1372
H -4.9342 -0.6820 -0.1421
H -4.6258 -0.1429 1.6692
H -2.4803 1.2664 1.0333
H -2.4837 0.6136 -0.7410
H -3.9984 4.0831 -0.5114
H -3.2005 3.5413 1.1719
H -2.2729 3.1689 -0.4322
H 1.8925 -2.1170 -2.7815
H 0.1063 -2.5575 -2.3736
Cd -0.6342 -1.5151 -6.2130
```

=====

# C14H25Cl8Mg2O6

A molecular structure, C14H25Cl8Mg2O6 in a non-equilibrium geometry (ωB97M-V/def2-TZVPD, OMol25).

Net charge: +2
ΔE to the lowest compared entry with this formula, charge and spin, eV: 1.106
Maximum force, Eh/bohr: 0.11055
Spin multiplicity: 2
Energy, Ha: -5081.15062

The geometry in XYZ format:
```
55
C14H25Cl8Mg2O6 (ωB97M-V/def2-TZVPD)
Mg 1.6835 -1.8930 -2.1753
Mg 1.2205 -2.8939 1.0687
C 3.4968 -0.1889 -5.1610
C 2.7509 -1.0428 -4.1154
O 1.5337 -1.1127 -3.9512
O 3.3580 -1.5054 -3.1019
H 2.7090 0.1018 -5.8559
H 4.3192 -0.6886 -5.6730
H 3.7551 0.7903 -4.7580
C -1.3817 0.2872 -0.1222
C -0.3978 -0.8316 -0.2552
O 0.0986 -1.0449 -1.3604
O -0.0298 -1.4351 0.7296
H -1.1342 1.1560 -0.7321
H -1.4888 0.7131 0.8754
H -2.3742 -0.0200 -0.4519
C 4.6778 -0.9015 0.1599
C 3.4725 -1.7623 0.5416
O 3.1562 -2.1260 1.7053
O 2.6154 -2.0829 -0.2866
H 4.5290 0.1489 0.4099
H 4.9344 -1.0677 -0.8864
H 5.5392 -1.3083 0.6897
Cl -2.1153 5.5623 3.9083
C -1.3223 5.9308 2.3328
C -1.7208 4.9037 1.2493
Cl -1.2413 3.2311 1.5774
H -0.2426 5.8615 2.4651
H -1.5607 6.9123 1.9230
H -1.3005 5.1884 0.2847
H -2.7875 4.9625 1.0331
Cl -3.5034 -3.5389 -1.6475
C -2.3548 -3.2925 -2.9890
C -2.6754 -2.1663 -4.0393
Cl -2.8313 -0.6333 -3.1872
H -2.3226 -4.2274 -3.5485
H -1.4132 -3.2742 -2.4403
H -3.5545 -2.3238 -4.6641
H -1.9498 -1.9760 -4.8301
Cl 2.1477 4.1512 2.7666
C 2.3463 2.5183 3.3780
C 1.1311 1.6040 3.0838
Cl 1.2286 -0.0698 3.5907
H 2.6077 2.6391 4.4293
H 3.2194 2.0749 2.8992
H 0.9890 1.6069 2.0031
H 0.2317 2.0288 3.5297
Cl -3.3770 -3.6164 4.1752
C -2.8749 -2.7435 2.7017
C -4.0768 -2.0702 2.0094
Cl -4.3469 -0.5433 2.7981
H -2.4606 -3.4404 1.9731
H -2.1109 -1.9732 2.8071
H -4.9761 -2.6640 2.1732
H -3.8254 -1.9140 0.9604
```

=====

# C14H25ClMnO3P2

A molecular structure, C14H25ClMnO3P2 in a non-equilibrium geometry (ωB97M-V/def2-TZVPD, OMol25).

Net charge: +2
Maximum force, Eh/bohr: 0.09873
Spin multiplicity: 4
Energy, Ha: -3067.36472

The geometry in XYZ format:
```
46
C14H25ClMnO3P2 (ωB97M-V/def2-TZVPD)
Mn 0.0456 -0.4441 0.0989
H 1.4080 0.1434 -1.8604
H 0.7420 -0.0123 -2.2094
P 1.6850 0.8045 1.0091
P -1.8995 0.2201 -0.8476
C -3.3325 -0.6151 -0.0857
H -4.2286 -0.4959 -0.7072
H -3.1042 -1.6778 0.0320
H -3.5127 -0.1849 0.9052
C -2.5773 1.9102 -1.1231
H -1.8696 2.4958 -1.7336
H -3.5528 1.8459 -1.6370
H -2.7049 2.4023 -0.1440
C -1.8650 -0.4681 -2.5512
H -1.6114 -1.5359 -2.5297
H -2.8421 -0.3530 -3.0393
H -1.1018 0.0523 -3.1432
C 1.6506 2.5960 1.3919
H 2.5817 2.9060 1.8853
H 1.5318 3.1781 0.4699
H 0.8101 2.8095 2.0633
C 2.1080 0.0738 2.6308
H 2.2643 -1.0051 2.5132
H 3.0176 0.5281 3.0328
H 1.2781 0.2368 3.3274
C 3.2330 0.6370 0.0370
H 3.1149 1.1172 -0.9412
H 4.0692 1.1044 0.5716
H 3.4604 -0.4285 -0.1208
C -0.6850 -1.4438 1.4573
O -0.8224 -1.7326 2.5810
H -0.4397 1.0137 0.4261
Cl -1.5277 -8.6309 -2.9161
C -1.1178 -7.1227 -2.2378
C 0.1374 -6.9566 -1.6439
C 0.4729 -5.7248 -1.0688
C -0.4825 -4.7114 -1.0404
C -1.7232 -4.8569 -1.6652
C -2.0370 -6.0698 -2.2785
C -0.1871 -3.4017 -0.3302
O 0.9429 -2.8762 -0.3506
O -1.2490 -2.9272 0.2518
H 0.8646 -7.7733 -1.6313
H 1.4555 -5.5625 -0.6179
H -2.4449 -4.0371 -1.6485
H -3.0011 -6.1838 -2.7726
```

=====

# C14H25ClN4O5S

2 unconnected molecules or ions with the total composition C14H25ClN4O5S in a non-equilibrium geometry (ωB97M-V/def2-TZVPD, OMol25).

Maximum force, Eh/bohr: 0.11865
Spin multiplicity: 1
Energy, Ha: -2001.92571

The geometry in XYZ format:
```
50
C14H25ClN4O5S (ωB97M-V/def2-TZVPD)
C 4.3944 -1.5357 0.8782
C 4.9865 -1.0020 -0.5260
C 3.9886 -1.3367 -1.7631
Cl 4.7016 -0.4589 -3.2203
O 2.7179 -0.7593 -1.4052
C 1.6507 -1.3423 -2.1078
O 1.7050 -2.3421 -2.8431
O 0.3761 -0.7472 -1.8967
C -0.1844 -0.2374 -3.1295
C -1.7919 -0.4650 -3.2146
C -2.2722 -1.8608 -2.5916
C -3.4266 -1.7376 -1.4736
C -2.7620 -1.9750 -0.0295
C -2.9504 -0.7761 1.0196
C -2.8793 0.6954 0.3897
S -1.8526 1.8820 1.4174
C -0.4819 2.4179 0.3249
N 0.6987 3.0083 0.8449
N 1.5539 3.2785 -0.1778
C 0.8841 2.8479 -1.3611
O -0.4039 2.3302 -1.0810
H 4.5296 -0.7573 1.6989
H 4.9455 -2.5074 1.1396
H 3.2878 -1.7951 0.8429
H 5.9915 -1.5320 -0.7141
H 5.2203 0.1126 -0.5314
H 3.9917 -2.4670 -1.8619
H 0.2398 -0.6955 -4.0792
H -0.0139 0.8998 -3.2264
H -2.0123 -0.5097 -4.3462
H -2.3652 0.4485 -2.8332
H -1.4207 -2.5165 -2.1927
H -2.7360 -2.4727 -3.4537
H -4.1385 -2.6268 -1.6561
H -4.0680 -0.8029 -1.5611
H -3.2595 -2.9106 0.4258
H -1.6374 -2.2092 -0.0675
H -3.8981 -0.9197 1.6586
H -2.0795 -0.8654 1.7726
H -3.9507 1.1175 0.4246
H -2.4598 0.7051 -0.6754
H 1.3950 2.9426 -2.3717
C -0.6312 2.4575 5.9541
O -0.8769 2.5109 7.1495
N 0.4027 3.1295 5.3878
N -1.3713 1.7212 5.0868
H 0.6210 3.0986 4.4076
H 0.9758 3.6876 5.9985
H -2.1482 1.2076 5.4680
H -1.1855 1.6646 4.1014
```